Molecular formula: C3H9N2O2
Method: DFT, ωB97M-V/def2-TZVPD

Its charge is -1. The calculation puts the total energy at -10332.4620 eV. For the energy relative to the best compared isomer or geometry (same formula, charge and spin), the calculation gives 1.913 eV. Its HOMO energy is -3.75 eV.

```
16
Properties=species:S:1:pos:R:3:lowdin_charge:R:1
C -1.804 0.038 0.500 -0.1929
N -1.880 1.037 -0.581 -0.1436
C -0.450 1.337 -1.058 -0.4755
O 0.341 0.238 -1.135 -0.3644
H -1.016 -0.724 0.311 0.0541
H -2.808 -0.460 0.565 0.0626
H -1.574 0.537 1.465 0.0638
H -2.259 0.559 -1.398 0.0586
H -0.021 2.025 -0.263 0.0881
H -0.604 1.834 -2.043 0.0792
C 2.209 -0.713 1.109 -0.4207
N 1.919 -1.434 -0.018 0.0580
O 2.655 -1.238 2.157 -0.1161
H 1.975 0.354 1.084 0.1116
H 2.105 -2.448 0.028 0.0889
H 1.213 -0.942 -0.722 0.0485
```